C29H25CoF6N3O6PS2 as an isolated structure, computed with ωB97M-V/def2-TZVPD.

XYZ file:
```
73
Properties=species:S:1:pos:R:3:forces:R:3:mulliken_spin:R:1
Co 0.602 0.983 0.962 -0.355 -0.006 -0.369 1.057
F 1.793 4.422 4.419 0.045 -0.065 0.040 0.000
C 0.970 4.950 3.516 0.040 0.095 -0.051 0.001
F 0.127 5.768 4.146 -0.034 0.004 0.007 0.000
F 1.695 5.674 2.657 -0.017 -0.017 0.037 0.000
S 0.052 3.657 2.586 -0.297 -0.437 -0.239 0.003
O 1.108 2.878 1.971 0.139 -0.138 -0.058 0.008
O -0.850 4.380 1.757 0.052 0.394 -0.109 0.000
N -0.723 2.911 3.727 0.156 0.000 0.356 0.000
S -0.569 1.408 4.133 -0.330 0.127 -0.153 0.005
O -1.737 0.988 4.839 0.077 -0.086 0.077 0.001
O -0.041 0.548 3.100 0.120 -0.149 0.044 0.005
C 0.760 1.360 5.408 0.076 0.028 0.078 0.001
F 0.795 0.147 5.967 -0.017 -0.024 0.003 0.000
F 0.537 2.258 6.372 0.004 -0.008 -0.030 0.000
F 1.956 1.601 4.871 -0.015 0.053 -0.019 0.000
C -0.132 -3.449 -2.483 0.000 -0.015 0.028 0.001
C 0.787 -2.280 -2.734 0.013 -0.022 -0.008 0.002
C 1.492 -2.293 -3.936 -0.026 0.021 0.002 0.001
C 2.381 -1.289 -4.280 0.024 -0.003 -0.005 0.000
C 2.589 -0.235 -3.407 -0.026 0.031 -0.001 0.002
C 1.887 -0.193 -2.213 -0.060 0.031 -0.074 -0.009
C 0.979 -1.196 -1.860 0.096 0.024 0.099 -0.017
P 0.338 -1.002 -0.144 0.047 0.206 0.380 -0.012
C -1.374 -1.635 -0.160 0.054 0.074 -0.066 -0.005
C -2.113 -1.319 -1.301 -0.008 0.000 -0.031 0.001
C -3.469 -1.575 -1.382 0.014 -0.009 0.050 -0.001
C -4.111 -2.154 -0.297 -0.013 0.001 -0.017 -0.001
C -3.392 -2.435 0.852 0.001 -0.012 -0.001 -0.001
C -2.028 -2.167 0.960 -0.061 -0.002 0.009 0.005
C -1.350 -2.405 2.280 0.016 0.010 0.018 -0.004
C 1.480 -2.037 0.822 0.007 -0.018 -0.038 -0.009
C 1.518 -3.426 0.912 0.005 0.037 0.038 -0.001
C 2.401 -4.043 1.782 0.054 0.066 0.023 -0.001
C 3.252 -3.257 2.557 -0.028 -0.058 -0.011 0.000
C 3.248 -1.880 2.430 -0.025 0.007 -0.054 0.006
C 2.384 -1.236 1.537 0.007 0.031 0.015 0.041
C 2.395 0.247 1.316 0.075 0.006 -0.134 -0.103
H 0.291 -4.348 -2.931 -0.006 -0.004 0.013 0.000
H -1.112 -3.280 -2.932 -0.012 0.017 -0.017 0.000
H -0.309 -3.638 -1.430 0.024 0.010 0.074 0.000
H 1.342 -3.127 -4.612 -0.001 -0.010 -0.008 0.000
H 2.915 -1.339 -5.221 0.004 0.002 -0.005 0.000
H 3.285 0.557 -3.650 0.000 -0.001 -0.003 0.000
H 2.018 0.644 -1.544 -0.021 0.028 0.019 0.002
H -1.617 -0.844 -2.141 0.022 -0.003 -0.021 0.000
H -4.019 -1.309 -2.275 -0.004 -0.002 -0.013 0.000
H -5.173 -2.361 -0.334 -0.008 -0.001 -0.003 0.000
H -3.904 -2.845 1.715 -0.007 -0.005 0.001 0.000
H -2.098 -2.597 3.048 0.002 0.002 0.012 0.000
H -0.774 -1.532 2.590 0.012 -0.002 -0.007 0.000
H -0.666 -3.252 2.247 -0.013 -0.018 -0.005 0.000
H 0.827 -4.030 0.340 -0.052 -0.033 -0.047 -0.001
H 2.415 -5.121 1.875 -0.009 -0.012 0.000 0.000
H 3.926 -3.728 3.262 0.004 -0.013 -0.005 0.000
H 3.924 -1.277 3.025 0.013 0.007 0.003 0.001
H 3.010 0.469 0.433 0.131 -0.070 0.078 -0.002
H 2.862 0.749 2.169 -0.047 0.055 -0.006 0.001
O -1.312 1.538 0.812 0.051 -0.095 0.114 0.006
N -1.762 1.915 -0.309 0.116 0.061 -0.223 0.000
N -0.855 2.210 -1.167 -0.095 0.006 0.174 -0.006
O 0.426 2.177 -0.912 0.002 -0.096 -0.002 0.023
C -1.299 2.542 -2.486 0.134 -0.018 0.232 -0.005
C -2.646 2.762 -2.756 -0.020 -0.011 -0.111 0.000
C -3.026 3.048 -4.056 0.024 0.002 0.017 0.000
C -2.081 3.120 -5.074 -0.038 0.006 0.000 -0.001
C -0.743 2.911 -4.780 0.044 -0.013 0.040 0.000
C -0.342 2.623 -3.482 -0.070 0.044 -0.143 0.003
H -3.368 2.702 -1.958 -0.005 -0.002 0.011 0.000
H -4.073 3.219 -4.273 -0.004 0.007 -0.016 0.000
H -2.388 3.345 -6.087 -0.003 0.000 -0.008 0.000
H 0.002 2.968 -5.564 -0.006 0.006 -0.010 0.000
H 0.692 2.460 -3.223 0.030 -0.025 0.028 0.002
```
Positions in Å, forces in eV/Å.

Results
net charge: -1
expectation value of S²: 0.7850
frontier orbital gap (spin up / spin down): 7.5 / 7.6 eV
electronic energy: -132124.7582 eV
spin multiplicity: 2
ΔE to the lowest compared entry with this formula, charge and spin: 9.2 kcal per mole



C29H25N3O10PbS as an isolated structure, computed with ωB97M-V/def2-TZVPD.

XYZ file:
```
69
Properties=species:S:1:pos:R:3:forces:R:3:nbo_charge:R:1
Pb 1.100 -0.520 0.947 0.187 -0.264 -0.166 1.604
O 2.542 -1.081 -1.995 -0.112 0.155 0.029 -0.259
C 3.561 -1.984 -1.972 0.044 0.096 -0.042 0.274
C 3.443 -3.327 -1.672 -0.235 -0.145 0.072 -0.246
C 4.618 -4.056 -1.681 -0.008 0.017 0.016 -0.173
C 5.851 -3.460 -1.982 0.112 0.032 -0.023 -0.219
C 5.944 -2.117 -2.283 0.070 -0.031 -0.066 -0.181
C 4.767 -1.368 -2.276 -0.056 -0.004 0.065 -0.103
C 4.431 -0.004 -2.485 0.087 0.235 -0.026 0.009
N 3.141 0.159 -2.309 -0.184 -0.619 0.399 0.223
N 2.445 1.245 -2.450 0.084 0.617 -0.411 -0.434
C 1.147 1.379 -2.066 -0.299 -0.352 -0.004 0.630
O 0.470 0.584 -1.402 0.409 0.018 -0.140 -0.680
C 0.523 2.636 -2.596 0.156 0.079 0.049 -0.068
C -0.831 2.834 -2.360 -0.103 -0.034 0.037 -0.192
C -1.471 3.958 -2.857 -0.068 0.027 0.028 -0.207
C -0.760 4.900 -3.587 0.021 0.014 -0.016 -0.195
C 0.598 4.717 -3.814 0.024 -0.021 0.005 -0.226
C 1.238 3.589 -3.325 -0.055 -0.074 0.058 -0.182
H 2.481 -3.771 -1.442 0.087 0.037 -0.004 0.249
H 4.584 -5.111 -1.442 0.002 0.023 -0.024 0.228
H 6.750 -4.063 -1.975 -0.075 0.006 0.003 0.226
H 6.894 -1.658 -2.525 -0.018 -0.024 0.036 0.225
H 5.036 0.849 -2.741 -0.065 -0.006 0.016 0.250
H -1.374 2.090 -1.791 -0.021 0.015 0.040 0.239
H -2.528 4.104 -2.671 0.030 -0.029 0.005 0.213
H -1.263 5.776 -3.980 0.023 -0.031 0.035 0.213
H 1.159 5.454 -4.376 -0.024 -0.036 0.021 0.213
H 2.292 3.440 -3.503 0.038 -0.019 -0.006 0.224
O -0.362 -2.143 -0.374 -0.032 0.035 0.084 -0.641
C -1.302 -2.796 0.074 -0.038 -0.052 -0.033 0.450
C -1.640 -3.015 1.457 0.183 0.113 0.095 -0.331
C -2.905 -3.549 1.720 -0.177 -0.063 -0.149 -0.089
C -3.334 -3.725 3.006 0.114 0.057 0.089 -0.069
C -2.509 -3.364 4.088 -0.172 -0.076 0.025 -0.148
C -1.258 -2.872 3.860 0.126 0.026 -0.037 -0.247
C -0.744 -2.705 2.538 -0.093 -0.071 0.010 0.458
O 0.465 -2.329 2.354 0.096 0.248 -0.040 -0.825
N -4.658 -4.280 3.254 -0.237 -0.058 0.029 0.535
O -5.009 -4.422 4.414 0.131 0.043 -0.184 -0.389
O -5.350 -4.574 2.291 0.189 0.072 0.147 -0.399
H -1.994 -3.262 -0.650 0.001 0.007 0.018 0.132
H -3.564 -3.814 0.901 0.024 -0.004 0.022 0.242
H -2.892 -3.485 5.092 0.038 0.003 -0.016 0.248
H -0.611 -2.581 4.678 -0.041 -0.045 -0.019 0.221
C 4.020 -0.114 3.079 -0.108 -0.063 -0.047 -0.256
O 3.285 -1.178 2.452 -0.090 0.129 0.178 -0.758
H 4.743 -0.509 3.791 0.006 -0.028 0.022 0.179
H 3.356 0.593 3.581 -0.005 -0.027 -0.013 0.189
H 4.555 0.408 2.289 -0.015 -0.016 -0.005 0.186
H 2.743 -1.630 3.114 0.053 -0.042 -0.032 0.500
C -5.421 2.546 -0.856 0.044 -0.028 0.044 -0.631
C -4.144 2.397 -0.069 -0.049 -0.046 -0.121 -0.005
C -3.492 3.503 0.465 0.006 0.048 -0.059 -0.228
C -2.292 3.367 1.147 0.074 0.029 0.090 -0.118
C -1.739 2.107 1.306 -0.064 -0.123 0.003 -0.370
C -2.388 0.984 0.800 0.056 0.131 0.087 -0.175
C -3.581 1.134 0.115 0.025 0.023 -0.017 -0.212
S -0.207 1.936 2.182 0.141 0.264 -0.047 2.404
O -0.221 0.523 2.669 0.061 -0.211 -0.204 -1.073
O -0.178 2.925 3.215 -0.032 0.004 0.044 -0.941
O 0.880 2.033 1.185 -0.233 0.036 0.112 -1.034
H -5.832 3.552 -0.767 0.025 -0.055 0.004 0.217
H -6.175 1.832 -0.516 0.020 0.048 -0.013 0.223
H -5.238 2.345 -1.915 -0.028 0.027 0.040 0.222
H -3.930 4.488 0.350 0.010 -0.022 -0.011 0.212
H -1.793 4.226 1.581 -0.044 -0.053 -0.058 0.234
H -1.981 -0.003 0.983 -0.038 0.017 -0.041 0.222
H -4.090 0.258 -0.273 0.023 0.043 0.015 0.213
```
Positions in Å, forces in eV/Å.

Results
frontier orbital gap: 7.5 eV
electronic energy: -71502.9208 eV
spin multiplicity: 1
ΔE to the lowest compared entry with this formula, charge and spin: 11.9 kcal per mole



C29H26AuFIN3O11S2 as an isolated structure, computed with ωB97M-V/def2-TZVPD.

XYZ file:
```
74
Properties=species:S:1:pos:R:3:forces:R:3:mulliken_charge:R:1
Au 1.445 -1.818 -3.972 0.047 -0.034 -0.843 0.677
C 4.957 1.694 2.107 -0.007 0.008 0.006 -1.027
C 5.017 0.178 1.981 -0.015 0.016 0.018 -1.089
N 3.990 -0.354 1.092 0.016 -0.049 -0.028 0.208
C 4.292 -0.513 -0.229 -0.034 0.049 -0.036 -0.178
C 3.458 -0.936 -1.209 0.029 0.084 0.051 -0.389
C 4.063 -0.917 -2.617 0.040 -0.155 0.013 0.426
O 5.282 -0.801 -2.692 -0.064 0.071 0.109 -0.725
O 3.281 -0.952 -3.625 0.024 0.001 0.001 -0.678
C 2.113 -1.329 -0.833 0.088 0.046 0.176 1.256
O 1.276 -1.863 -1.542 -0.086 -0.084 0.588 -0.802
C 1.766 -1.058 0.593 -0.007 -0.043 -0.101 0.403
C 0.455 -1.285 0.986 -0.008 0.017 0.023 -1.453
C 0.080 -1.036 2.275 -0.017 -0.048 -0.008 1.138
F -1.216 -1.278 2.637 0.037 0.011 -0.013 -0.433
C 0.972 -0.546 3.227 0.020 0.077 -0.015 -0.751
C 2.281 -0.312 2.832 0.031 0.022 -0.022 -0.400
C 2.697 -0.577 1.521 -0.004 0.039 -0.043 0.011
N 0.628 -0.262 4.583 -0.027 -0.128 0.020 0.176
C -0.699 0.166 4.964 0.023 0.060 -0.010 -0.892
C -1.623 -0.969 5.398 -0.007 -0.020 0.010 -0.614
N -0.917 -1.798 6.445 0.015 0.011 0.000 -0.106
C 0.421 -2.290 5.954 -0.021 -0.004 0.007 -0.690
C 1.259 -1.068 5.602 -0.011 0.013 -0.010 -0.859
H 5.742 2.052 2.774 -0.001 -0.004 0.001 0.377
H 3.994 2.024 2.497 0.002 0.000 -0.004 0.305
H 5.099 2.158 1.131 0.002 0.000 0.000 0.336
H 4.921 -0.306 2.954 0.011 -0.006 -0.003 0.427
H 5.979 -0.132 1.577 0.000 0.011 -0.010 0.508
H 5.307 -0.268 -0.516 0.031 -0.012 0.002 0.495
H -0.251 -1.649 0.250 -0.039 -0.008 -0.033 0.556
H 2.956 0.131 3.551 -0.009 -0.007 0.009 0.627
H -1.171 0.710 4.149 0.003 -0.018 -0.023 0.447
H -0.598 0.868 5.804 -0.018 0.018 -0.011 0.399
H -1.848 -1.643 4.579 -0.009 0.009 0.006 0.458
H -2.546 -0.597 5.841 0.011 0.012 0.014 0.329
H -1.507 -2.582 6.721 0.001 -0.005 -0.014 0.348
H -0.768 -1.229 7.281 -0.005 -0.004 0.003 0.369
H 0.228 -2.903 5.074 0.006 -0.004 0.002 0.360
H 0.862 -2.898 6.742 0.001 0.008 0.006 0.421
H 2.239 -1.397 5.266 -0.004 -0.005 -0.015 0.441
H 1.410 -0.464 6.508 0.012 -0.007 0.005 0.366
O -1.141 0.924 -0.159 0.046 -0.037 0.063 -0.429
S -1.866 1.265 -1.341 -0.062 0.015 -0.079 0.997
O -2.096 2.638 -1.657 0.008 -0.012 0.016 -0.691
O -1.128 0.548 -2.544 0.033 0.037 0.068 0.368
C -3.361 0.377 -1.424 0.011 0.012 0.020 0.904
C -4.054 -0.069 -0.312 0.009 -0.008 0.007 -0.630
C -5.228 -0.779 -0.494 0.000 -0.002 -0.009 -0.646
C -5.677 -1.050 -1.783 0.004 0.004 0.007 -0.567
C -4.968 -0.627 -2.894 0.000 -0.017 -0.014 -0.547
C -3.800 0.093 -2.707 -0.008 -0.041 -0.040 -0.186
S -1.605 -2.015 -4.294 0.089 -0.133 -0.147 1.159
O -2.694 -2.303 -5.173 -0.083 -0.011 0.023 -0.636
O -1.852 -2.095 -2.884 -0.025 0.009 0.037 -0.509
O -0.342 -2.640 -4.747 -0.129 0.228 0.191 -0.767
H -3.661 0.139 0.675 0.003 -0.001 0.001 0.468
H -5.786 -1.133 0.362 -0.005 0.001 0.002 0.404
H -6.586 -1.619 -1.925 0.001 0.000 0.001 0.394
H -5.277 -0.868 -3.902 0.008 -0.003 0.001 0.474
I 0.288 5.953 -6.679 0.002 0.005 -0.001 0.059
C -0.393 4.205 -5.758 0.001 -0.006 0.005 -0.091
C -1.753 4.012 -5.586 -0.001 0.000 -0.002 -0.647
C -2.203 2.852 -4.971 -0.001 0.015 0.015 -0.311
C -1.294 1.904 -4.540 0.000 -0.014 -0.012 0.129
C 0.069 2.102 -4.718 0.006 -0.003 0.000 -0.728
C 0.526 3.258 -5.328 -0.003 0.004 -0.001 -0.533
C -1.728 0.621 -3.866 -0.088 -0.071 -0.139 0.804
O -3.137 0.554 -3.804 -0.017 0.093 0.048 -0.332
O -1.221 -0.411 -4.604 0.147 0.010 0.131 -0.409
H -2.459 4.757 -5.924 -0.001 -0.001 0.001 0.389
H -3.262 2.693 -4.823 0.000 -0.001 -0.002 0.456
H 0.775 1.351 -4.383 -0.002 -0.010 -0.014 0.443
H 1.587 3.414 -5.469 -0.001 0.000 -0.004 0.437
```
Positions in Å, forces in eV/Å.

Results
frontier orbital gap: 5.2 eV
electronic energy: -93666.5494 eV
spin multiplicity: 1
ΔE to the lowest compared entry with this formula, charge and spin: 34.2 kcal per mole